{
  "formula": "C17H35N2P2SSiSr",
  "method": "ωB97M-V/def2-TZVPD",
  "elements": ["H", "C", "C", "H", "C", "H", "H", "H", "H", "C", "H", "C", "H", "C", "H", "S", "Sr", "C", "H", "H", "H", "C", "H", "H", "H", "H", "H", "P", "Si", "H", "C", "H", "C", "C", "N", "C", "H", "H", "H", "H", "C", "H", "C", "P", "C", "H", "H", "H", "H", "H", "H", "H", "N", "C", "H", "C", "H", "H", "H"],
  "xyz": [[3.13194, 0.55600, 5.19518], [-5.33608, 2.07270, -0.04165], [5.12839, 2.60286, 2.34641], [3.73516, 0.54780, -0.09927], [4.20010, -0.42514, -0.29016], [-4.49681, 1.94098, -3.30170], [1.61645, 1.22025, 3.67176], [4.44561, 0.75758, 4.04803], [-3.79968, -2.08531, -3.29231], [-3.47702, -1.21787, -3.86223], [-4.35093, -0.66484, -4.20460], [3.74090, -3.46745, -0.58838], [1.28803, -2.61287, 1.42187], [1.61021, -1.37492, -1.60351], [-1.27076, 0.83262, -4.78876], [1.18218, 2.50074, 1.46644], [0.08299, 0.64632, -0.97127], [-4.48366, 1.69203, -2.24790], [-2.69574, -2.03901, 2.36838], [5.25665, 3.01476, 3.34570], [-2.97199, 1.30429, -4.81684], [-5.34702, 2.36052, -1.39673], [-2.96028, -0.32178, 2.65655], [-3.94124, -2.47895, -0.64978], [4.72743, -0.36294, -1.24431], [4.52823, -3.65076, 0.14787], [3.62930, 3.28037, 1.02707], [-2.42206, -0.80996, 0.31339], [2.89265, -1.79878, -0.32300], [3.01726, -4.28195, -0.51385], [-3.60830, 0.71979, -1.76718], [1.51650, -0.86143, 1.55673], [-4.47637, 1.10568, 0.45364], [-3.15765, -1.13900, 1.96449], [3.75839, 2.74447, 1.86669], [-2.10298, 1.17694, -4.17309], [2.06213, -1.23318, -2.59301], [2.73986, -1.96996, 2.18966], [5.77316, 3.15658, 1.67072], [-2.90607, -1.56477, -4.72468], [-2.86847, -2.41867, -0.46744], [4.94656, -0.60373, 0.48878], [3.56654, 1.23731, 4.46986], [-2.39770, -0.10074, -2.87415], [-3.61813, 0.40062, -0.39193], [0.85501, -2.17112, -1.69010], [-2.57669, -3.20584, 0.22779], [-5.99803, 2.60132, 0.63135], [-4.23162, -1.29876, 1.87497], [3.86337, 2.14610, 4.99370], [5.44923, 1.56235, 2.33537], [-2.32055, -2.57267, -1.39292], [2.55562, 1.50114, 3.45166], [2.62543, 2.22329, 2.33323], [4.19273, -3.51873, -1.58059], [2.03061, -1.81236, 1.37267], [-4.47295, 0.90868, 1.51664], [-1.83962, 2.13752, -3.72738], [-6.02022, 3.11187, -1.78785]],
  "forces_ev_per_a": [[0.0, 0.0, 0.0], [0.0, 0.0, 0.0], [0.1, -0.1, 0.1], [0.0, 0.0, 0.0], [-0.1, -0.2, 0.1], [0.0, 0.0, 0.0], [-0.1, -0.1, 0.0], [-0.1, 0.0, 0.1], [0.0, 0.0, 0.1], [0.3, -0.1, 0.1], [0.0, 0.0, 0.0], [0.0, 0.2, 0.2], [0.0, 0.0, 0.0], [0.0, 0.5, 0.5], [0.0, 0.0, 0.0], [-0.6, 0.0, -0.5], [0.7, -0.5, 0.4], [0.0, 0.0, 0.0], [0.0, 0.0, 0.0], [0.0, 0.0, -0.1], [0.0, 0.1, 0.0], [-0.1, 0.1, 0.0], [0.0, 0.0, 0.0], [0.0, 0.0, 0.0], [0.0, 0.0, 0.0], [0.0, 0.0, 0.0], [-0.1, 0.0, -0.1], [-0.3, -0.3, 0.1], [-0.5, 0.1, -0.5], [0.0, 0.0, 0.0], [0.1, 0.0, 0.2], [0.0, 0.0, 0.0], [0.0, -0.1, 0.0], [0.3, 0.2, 0.0], [0.1, 0.0, 0.1], [0.1, -0.2, 0.1], [0.0, -0.1, 0.0], [0.0, 0.0, 0.0], [0.0, 0.0, 0.0], [0.0, 0.0, 0.0], [0.1, 0.2, 0.0], [0.0, 0.0, 0.0], [0.1, 0.0, 0.0], [-0.4, 0.3, -0.3], [0.1, 0.1, -0.1], [0.0, 0.0, 0.0], [0.0, 0.0, 0.0], [0.0, 0.0, 0.0], [0.0, 0.0, 0.0], [0.0, 0.0, 0.0], [0.0, 0.0, -0.1], [0.0, 0.0, -0.1], [0.1, 0.0, 0.1], [0.2, -0.3, 0.0], [0.0, 0.0, 0.0], [0.2, 0.0, -0.1], [-0.1, 0.0, 0.0], [0.0, 0.0, 0.0], [0.0, 0.0, 0.0]],
  "e_above_lowest_kcal_mol": 17.3,
  "total_charge": 1,
  "molar_mass_g_mol": 477.20,
  "e_lumo_ev": -2.8
}

{
  "formula": "C17H35NO12Zr3",
  "method": "ωB97M-V/def2-TZVPD",
  "elements": ["H", "Zr", "O", "Zr", "H", "C", "H", "H", "O", "H", "H", "O", "C", "H", "H", "H", "H", "H", "O", "C", "Zr", "H", "H", "H", "H", "H", "H", "C", "C", "H", "O", "H", "H", "O", "C", "H", "C", "H", "H", "H", "O", "H", "C", "C", "O", "C", "C", "H", "C", "O", "H", "C", "C", "H", "H", "C", "H", "C", "H", "H", "C", "O", "N", "H", "H", "O", "O", "H"],
  "xyz": [[25.35361, -6.55959, 21.02729], [12.68001, -6.63882, 25.48879], [12.99372, -3.61057, 23.94816], [19.10374, -10.93253, 25.94284], [20.52147, -3.38187, 20.56360], [11.75814, -12.89212, 19.47752], [8.20815, -8.06278, 21.56694], [17.43370, -13.94818, 19.54993], [17.46172, -14.31985, 17.21298], [17.81848, -7.21733, 22.33084], [15.85535, -8.23605, 21.23033], [15.30238, -7.70557, 23.20011], [16.70673, -13.30112, 19.05908], [15.73677, -9.49669, 22.35150], [13.98338, -1.85289, 24.29902], [12.93910, -1.99404, 22.84705], [10.72864, -4.83126, 20.12571], [15.23611, -1.86475, 21.99288], [17.01682, -12.23087, 16.98868], [23.42977, -6.43040, 21.99544], [18.43608, -5.09303, 24.97835], [13.59741, -14.76513, 23.23843], [8.65700, -8.94171, 20.12095], [14.58696, -14.58514, 21.65017], [22.27306, -3.03445, 20.27536], [11.52380, -6.13391, 17.58629], [21.46591, -4.31395, 19.43688], [15.02942, -2.78803, 22.53412], [11.14529, -5.74604, 19.70418], [10.07103, -5.26536, 17.84030], [10.81416, -7.36767, 22.06338], [18.16947, -8.83707, 21.76734], [11.57225, -13.88011, 19.05632], [12.67735, -13.06960, 20.58015], [12.47034, -11.97814, 18.39973], [23.88216, -6.07804, 22.92243], [13.69905, -2.48318, 23.45641], [11.69974, -4.52591, 17.88038], [15.69908, -13.71534, 19.02485], [16.70854, -12.27413, 19.42431], [16.23074, -3.24192, 23.07623], [14.15859, -13.24439, 22.63223], [11.08811, -5.36167, 18.22026], [24.56185, -7.25550, 21.30465], [21.40626, -4.80233, 22.68379], [12.52135, -14.06954, 21.51806], [13.80184, -14.22413, 22.31451], [11.81634, -11.76066, 17.55528], [16.05860, -8.45788, 22.27799], [11.52307, -14.81640, 21.66807], [12.65018, -11.03431, 18.91447], [10.15843, -7.52418, 21.01130], [17.65183, -8.27332, 22.54343], [24.27549, -7.85937, 20.44359], [9.25532, -9.34339, 21.76201], [21.51244, -3.80522, 20.39977], [22.60386, -7.08890, 22.26445], [9.04517, -8.53938, 21.05667], [10.83572, -12.36665, 19.72478], [14.82850, -3.58770, 21.82122], [21.98453, -4.66879, 21.50333], [18.17974, -8.23343, 23.85220], [17.14630, -13.22614, 17.66764], [13.44717, -12.38320, 18.13548], [24.89150, -7.95953, 22.06870], [10.16693, -6.77250, 19.86520], [22.97534, -5.41149, 21.07721], [12.12068, -6.13546, 19.99586]],
  "forces_ev_per_a": [[0.4, 0.0, -0.2], [-0.9, 0.9, -0.8], [3.4, 2.3, -1.5], [0.6, -0.3, 0.1], [0.3, 0.3, 0.3], [0.8, -0.7, -1.7], [-0.2, 0.5, -0.2], [-0.2, 0.0, 0.2], [0.4, 0.9, -0.7], [-0.9, 0.3, -1.1], [0.5, 0.9, -0.1], [2.2, -1.6, -2.2], [0.3, 0.5, 0.1], [0.9, -0.8, 0.8], [1.2, 0.0, 0.0], [0.7, 0.3, -1.2], [0.4, 0.3, 1.0], [-0.6, 1.0, 0.7], [0.5, -0.5, 0.1], [2.6, -1.5, -1.4], [0.5, 0.6, -1.2], [0.3, -0.6, -0.4], [0.3, 0.3, -0.2], [-0.3, -0.7, 0.1], [-0.1, 0.4, 0.0], [0.0, -1.0, 0.1], [0.3, -0.5, 0.1], [7.1, -3.0, -1.5], [-0.5, -0.3, -2.2], [-0.1, 0.2, 0.2], [0.2, 0.6, -2.3], [-0.1, -0.9, 0.3], [-0.5, -0.1, 0.2], [-1.0, -0.3, 0.2], [0.2, 0.3, 1.8], [-0.3, 0.7, 0.0], [-6.2, -2.9, 4.0], [-0.3, 0.5, 0.8], [0.1, -0.1, 0.1], [0.0, 0.0, 0.2], [-3.5, 1.3, 0.3], [-0.4, 0.4, -0.2], [0.3, -0.2, -0.8], [-1.5, 0.3, 1.2], [1.6, 0.1, -3.5], [-2.0, -2.1, -0.1], [-0.4, 0.6, 0.8], [-0.2, -0.5, 0.0], [-4.3, 1.9, 2.1], [3.3, 3.1, -0.9], [0.1, 0.3, -0.3], [-1.1, -0.1, 1.1], [3.0, 2.2, 2.8], [-0.2, 0.3, -0.3], [0.5, 0.0, -0.2], [-0.7, 1.0, 0.2], [-0.6, 0.0, 0.0], [-0.2, -0.2, 0.3], [-0.2, 0.0, 0.4], [-1.6, -0.1, 0.2], [-1.7, -1.1, 1.5], [-1.0, -1.4, -1.3], [-0.9, -1.1, -0.5], [-0.2, -0.3, -0.2], [0.5, 0.1, 0.0], [0.7, -1.0, 2.0], [-0.6, 0.0, 2.2], [0.0, 0.5, 0.6]],
  "total_charge": 8,
  "molar_mass_g_mol": 719.13,
  "e_lumo_ev": -24.4
}

Orbital gap (eV)
6.8 1.7